Here is 11 unconnected molecules or ions with the total composition C49H70ClF11I2NO36P3Si in a non-equilibrium geometry from the Open Molecules 2025 dataset. Energies are from ωB97M-V/def2-TZVPD.

## Properties
Charge: 0
Structure (SMILES): CCP(C)[C@@](CC(=O)F)(O[C@@](Cl)(CCO[Si](C)(C)C)[PH2]=O)[C@@](COO)(N[C@H](I)[C@H](C)I)P(C)C.O=C1OC[C@@H](F)O1.O=C1OC[C@@H](F)O1.O=C1OC[C@@H](F)O1.O=C1OC[C@@H](F)O1.O=C1OC[C@@H](F)O1.O=C1OC[C@@H](F)O1.O=C1OC[C@@H](F)O1.O=C1OC[C@@H](F)O1.O=C1OC[C@@H](F)O1.O=C1OC[C@@H](F)O1
Orbital gap (eV): 8.03
Energy (a.u.): -8140.21611

Each line ends with the Mulliken charge.
Geometry (Å):
C 1.057686 3.385480 -3.904776  -1.053
C 2.278552 3.726174 -3.044401  -0.912
P 1.926286 4.341226 -1.322773  0.742
C 3.519862 5.269718 -0.974457  -1.319
C 1.754288 2.994223 0.034342  -0.151
C 2.410496 3.726634 1.255727  -1.294
C 1.938940 3.367649 2.628685  -0.359
O 2.695502 2.942729 3.479128  -0.556
F 0.678928 3.628336 2.983088  -0.164
O 0.411942 2.651144 0.425008  0.405
C -0.738241 3.412640 0.184650  0.857
Cl -0.756868 5.073383 0.859335  -0.265
C -1.287997 3.360850 -1.253119  1.004
C -2.791402 3.570684 -1.466645  -1.573
O -3.349282 4.751522 -0.924428  -0.389
Si -3.294839 6.174464 -1.816343  0.741
C -5.030101 6.750765 -2.295147  -1.228
C -2.614623 7.522813 -0.674613  -1.214
C -2.215913 6.180316 -3.358549  -0.979
P -2.012638 2.519193 1.306154  0.875
O -3.012468 3.406085 1.923217  -0.745
C 2.430725 1.609009 -0.203379  1.389
C 3.945334 1.651163 -0.298419  -2.878
O 4.388341 2.510483 -1.337848  -0.222
O 5.766107 2.228773 -1.518933  -0.450
N 2.105877 0.583709 0.813316  0.946
C 2.916153 0.200803 1.892086  -1.329
I 4.429041 -1.397363 1.391339  0.055
C 2.067088 -0.559565 2.957882  -0.654
C 1.465599 -1.885653 2.397555  -0.686
I 0.511373 0.524879 3.907587  0.104
P 1.678714 0.811012 -1.776618  1.055
C 0.707364 -0.688619 -1.333304  -1.694
C 2.991273 0.216243 -2.927945  -1.375
H 0.436120 2.610222 -3.492788  0.047
H 1.392775 3.163950 -4.909624  0.487
H 0.440738 4.276612 -3.978545  0.320
H 2.738035 4.579470 -3.533804  0.620
H 2.994783 2.914109 -3.123288  0.388
H 4.201524 4.731426 -0.333195  0.259
H 3.959679 5.595067 -1.903702  0.503
H 3.206080 6.149755 -0.425085  0.404
H 2.163654 4.781378 1.153643  0.792
H 3.484421 3.665688 1.248008  0.441
H -0.815876 4.179894 -1.777169  -0.158
H -1.011343 2.399956 -1.673213  -0.484
H -2.929260 3.591063 -2.547527  0.497
H -3.394271 2.723224 -1.161011  0.571
H -5.747445 6.531437 -1.512741  0.326
H -5.366919 6.347408 -3.245636  0.323
H -4.974365 7.828453 -2.402308  0.320
H -1.534380 7.406151 -0.695308  0.253
H -2.816475 8.506309 -1.086348  0.389
H -2.938007 7.409556 0.352272  0.331
H -2.853071 6.427514 -4.202954  0.505
H -1.397578 6.891737 -3.339322  0.328
H -1.786249 5.221107 -3.619057  0.103
H -2.590392 1.487686 0.524790  -0.021
H -1.304948 1.853516 2.325112  -0.395
H 4.440385 1.961358 0.616111  0.645
H 4.267790 0.659876 -0.584528  0.749
H 6.191542 3.061670 -1.278648  0.318
H 1.129478 0.461841 1.029061  0.311
H 3.544320 0.956092 2.334565  0.609
H 2.786303 -0.866243 3.698911  0.798
H 0.453595 -1.977908 2.770524  -0.021
H 1.384645 -1.876377 1.320021  0.272
H 1.987918 -2.747566 2.773108  0.366
H 1.318446 -1.559695 -1.115947  0.374
H 0.016407 -0.453999 -0.533257  0.344
H 0.101566 -0.924788 -2.199008  0.460
H 2.916810 -0.863237 -3.011598  0.484
H 2.756998 0.599285 -3.913256  0.365
H 4.011131 0.498797 -2.702929  0.318
C -6.546109 1.201756 -4.944642  -0.172
C -6.195700 1.883534 -3.647111  0.297
O -4.879851 2.351662 -3.901953  -0.181
C -4.791736 2.578078 -5.247375  0.521
O -3.934576 3.209618 -5.767087  -0.486
O -5.819554 1.979455 -5.903561  -0.392
F -6.156637 1.002590 -2.620194  -0.221
H -6.194670 0.169383 -4.973510  0.206
H -7.610868 1.217871 -5.156130  0.105
H -6.843695 2.721063 -3.385106  0.266
C 9.093416 -2.352437 2.398005  -0.161
C 7.686314 -2.861573 2.577364  0.348
O 7.830212 -3.801831 3.630324  -0.341
C 8.884551 -3.384214 4.394018  0.608
O 9.122984 -3.778730 5.485518  -0.511
O 9.615225 -2.451517 3.732414  -0.329
F 7.236794 -3.503994 1.469842  -0.251
H 9.677544 -2.982064 1.730306  0.011
H 9.131587 -1.327955 2.037770  0.338
H 6.963221 -2.098826 2.868418  0.121
C -10.897128 0.635168 -2.099597  -0.429
C -9.991016 0.935673 -3.267832  0.277
O -8.909636 0.043437 -3.059519  -0.101
C -9.418572 -1.036505 -2.390387  0.501
O -8.849392 -2.068090 -2.284300  -0.504
O -10.641298 -0.756038 -1.877542  -0.314
F -9.521496 2.212180 -3.229157  -0.291
H -10.619465 1.204431 -1.211446  0.261
H -11.947064 0.808738 -2.320561  0.290
H -10.436367 0.745759 -4.246166  0.311
C -9.383561 -0.819414 2.554229  -0.391
C -8.407171 0.330455 2.578634  0.391
O -8.143568 0.477103 3.966622  -0.302
C -8.309865 -0.752332 4.532042  0.645
O -7.921937 -1.051810 5.614433  -0.498
O -8.964314 -1.584785 3.693695  -0.336
F -8.960521 1.478144 2.111810  -0.301
H -10.411689 -0.485037 2.698151  0.268
H -9.325282 -1.408442 1.645588  0.236
H -7.471232 0.143090 2.049900  0.280
C -2.855260 -1.891231 4.634812  0.135
C -4.016504 -1.926111 3.674610  0.365
O -3.461533 -2.583960 2.547111  -0.257
C -2.474072 -3.409572 3.012104  0.613
O -1.981266 -4.286002 2.385385  -0.519
O -2.144544 -3.088993 4.288066  -0.422
F -4.412308 -0.678754 3.305743  -0.281
H -2.210454 -1.028913 4.469970  -0.027
H -3.165222 -1.907439 5.670980  0.138
H -4.883462 -2.484316 4.032708  0.210
C -5.543522 -5.061046 -1.934774  -0.293
C -6.463558 -5.869548 -1.055810  0.278
O -7.745844 -5.528577 -1.559127  -0.306
C -7.583914 -5.220648 -2.884104  0.649
O -8.465119 -5.144431 -3.670287  -0.529
O -6.273165 -5.021475 -3.170932  -0.307
F -6.384610 -5.483001 0.247188  -0.257
H -5.405042 -4.053098 -1.563808  0.275
H -4.570827 -5.524626 -2.070687  0.298
H -6.323532 -6.950058 -1.116729  0.206
C 12.950937 -4.356998 -0.380651  -0.068
C 12.798354 -4.185466 -1.870375  0.277
O 11.405381 -3.952251 -2.017562  -0.332
C 10.978520 -3.369325 -0.861009  0.646
O 9.939618 -2.811492 -0.728964  -0.478
O 11.904341 -3.507954 0.118288  -0.311
F 13.132588 -5.313223 -2.547407  -0.291
H 12.763942 -5.385550 -0.067961  0.238
H 13.926837 -4.043840 -0.005240  0.074
H 13.350390 -3.341372 -2.287124  0.314
C -5.366652 1.524636 7.553409  -0.338
C -5.315815 0.019343 7.500780  0.296
O -4.689046 -0.313625 8.726327  -0.343
C -5.000263 0.681251 9.613598  0.586
O -4.865666 0.603805 10.786495  -0.495
O -5.493665 1.765837 8.959341  -0.330
F -4.539448 -0.420356 6.468755  -0.180
H -4.444447 1.978696 7.186937  0.292
H -6.209071 1.938758 7.005671  0.258
H -6.291731 -0.462493 7.444734  0.255
C 17.197558 -7.016142 1.928409  -0.455
C 16.778166 -7.096692 0.481279  0.285
O 15.697628 -6.176966 0.427533  -0.256
C 15.927563 -5.237073 1.390594  0.697
O 15.368951 -4.191530 1.452532  -0.524
O 16.877695 -5.657117 2.255698  -0.347
F 16.328649 -8.330311 0.153858  -0.270
H 16.616026 -7.689086 2.559368  0.286
H 18.255603 -7.214457 2.076151  0.279
H 17.546846 -6.793531 -0.231285  0.275
C -2.246360 -1.895466 -5.130507  -0.488
C -2.657246 -3.326834 -5.376126  0.327
O -2.854028 -3.816973 -4.059247  -0.318
C -3.220303 -2.753327 -3.288693  0.545
O -3.710748 -2.842245 -2.212632  -0.491
O -2.957769 -1.584916 -3.925021  -0.154
F -1.671662 -4.038309 -5.972748  -0.293
H -1.173807 -1.803931 -4.954881  0.252
H -2.533482 -1.225788 -5.937112  0.315
H -3.580295 -3.442611 -5.946586  0.296

Atomic forces in eV per Å
0.0 1.1 0.3
-0.3 -0.8 -0.1
-0.5 0.4 -0.9
-1.0 -0.3 0.8
1.1 0.0 0.5
-1.3 0.3 -0.3
2.0 -1.0 2.1
-1.2 0.7 -1.3
0.2 0.2 -0.5
0.2 0.3 -0.6
-1.7 -1.1 0.7
0.5 -0.1 -0.4
0.0 1.0 0.6
-0.3 0.0 -0.4
0.5 0.2 -0.7
-0.2 1.1 0.9
0.6 -0.4 0.0
0.3 -0.8 -0.6
-0.3 -0.5 -0.1
-0.2 0.4 0.7
-0.5 0.2 -0.1
-0.3 -1.4 -0.2
0.4 -0.1 -0.5
-0.5 0.4 -0.1
0.3 -0.3 -0.1
0.8 0.8 0.9
-1.4 -0.5 0.6
0.3 0.1 -0.2
1.1 -1.2 -1.1
-0.9 0.8 0.5
0.0 0.1 0.3
-1.1 1.5 -1.0
0.8 0.0 0.0
-0.2 -0.4 0.2
0.0 -0.5 0.0
0.0 -0.3 -0.2
-0.2 0.2 -0.1
0.3 0.3 0.2
0.2 0.0 0.3
0.4 -0.1 -0.3
0.2 -0.1 -0.3
0.1 0.3 0.0
-0.1 0.3 0.0
0.2 -0.2 0.1
0.5 0.0 -0.4
0.2 -0.2 -0.2
0.2 -0.2 -0.3
-0.1 -0.2 0.5
-0.2 -0.1 0.1
-0.2 -0.2 -0.1
0.0 0.3 -0.1
0.3 0.0 0.2
-0.3 0.2 0.1
-0.2 0.2 0.2
-0.1 0.2 -0.2
0.1 0.2 0.3
0.1 -0.3 0.0
0.5 0.0 -0.1
0.4 -0.1 -0.6
0.0 -0.1 0.4
0.2 -0.3 0.4
-0.1 0.1 0.1
-0.1 0.2 -0.3
0.2 0.2 0.0
0.0 0.3 0.7
-0.2 -0.2 0.0
0.3 -0.1 -0.3
0.4 -0.3 -0.2
0.0 -0.2 0.4
-0.1 -0.1 0.2
-0.1 0.1 -0.3
0.2 -0.3 0.1
-0.1 0.3 -0.2
0.1 0.0 0.2
-0.4 -0.1 -0.3
0.3 -0.4 0.2
-0.3 0.3 -0.3
0.2 0.0 -0.1
0.0 -0.1 0.1
0.1 0.1 0.4
0.1 0.1 0.1
0.1 0.0 0.2
0.0 0.2 -0.2
0.0 0.0 0.1
0.2 0.2 0.0
0.1 -0.4 -0.2
0.1 0.4 0.2
0.2 -0.1 0.1
0.0 0.0 -0.1
-0.3 -0.1 0.0
-0.1 0.0 0.1
-0.1 -0.1 0.0
0.1 0.0 0.2
-0.1 -0.1 -0.1
-0.4 0.0 0.1
0.3 0.2 0.2
-0.6 0.1 -0.2
0.5 -0.6 0.2
-0.1 0.2 0.1
0.1 0.2 -0.2
0.0 -0.1 -0.1
0.1 0.1 -0.1
0.0 -0.2 0.0
0.0 0.2 0.0
-0.1 -0.3 -0.1
-0.2 0.3 0.1
0.2 -0.4 -0.2
0.0 0.0 0.3
0.0 0.1 -0.1
0.0 0.2 -0.1
0.0 -0.1 0.0
0.1 0.2 0.0
0.1 -0.2 0.1
0.0 0.1 0.0
0.1 -0.1 0.4
0.2 0.3 -0.3
-0.1 -0.3 0.4
0.2 -0.1 -0.1
0.0 0.1 0.0
-0.2 0.1 -0.3
0.0 -0.1 -0.1
-0.1 0.1 -0.2
0.1 -0.3 0.1
-0.1 0.1 0.0
0.2 -0.2 0.0
-0.2 0.4 0.3
0.3 -0.3 -0.4
-0.1 0.2 0.0
0.0 0.0 0.0
-0.1 -0.1 0.2
-0.1 -0.1 -0.2
-0.1 0.0 0.2
0.0 0.0 -0.2
0.0 0.0 0.2
0.4 0.2 0.2
-0.2 -0.4 0.0
0.2 0.4 0.2
-0.2 -0.1 0.1
0.0 -0.1 0.0
0.0 -0.1 -0.3
0.0 0.1 0.0
-0.1 0.0 -0.2
-0.5 0.1 0.0
0.0 -0.1 -0.1
-0.2 0.3 -0.1
0.2 0.0 0.0
-0.4 0.2 0.0
0.1 0.1 0.2
0.0 0.0 -0.1
0.1 -0.3 -0.1
-0.1 0.0 0.2
0.1 -0.2 0.0
-0.1 0.0 0.2
0.1 -0.1 -0.2
0.3 0.0 0.2
-0.3 -0.3 0.0
0.4 0.2 0.0
-0.1 0.1 0.2
0.2 -0.1 0.1
-0.1 -0.1 -0.3
0.0 0.1 0.0
-0.1 0.0 -0.1
0.0 0.2 0.0
0.0 -0.1 -0.1
0.0 0.4 -0.1
0.3 -0.2 0.1
-0.3 0.3 -0.1
0.0 0.0 0.3
0.3 0.2 -0.2
0.0 -0.2 -0.1
-0.1 0.0 0.0
0.0 -0.2 0.0
-0.1 0.1 0.1
0.1 -0.1 -0.1